Computed, not measured: C35H31N11O2STi as an isolated structure in a non-equilibrium geometry, with ωB97M-V/def2-TZVPD.

The calculation puts the frontier orbital gap (spin up / spin down) at 6.127 / 8.155 eV. As for the charge: +2. For the electronic energy, the calculation gives -3352.4198 a.u. The lowest unoccupied orbital energy (spin up / spin down) comes out at -5.15 / -5.12 eV. The value obtained for the relative energy (zero: lowest compared OMol25 entry of this formula, charge and spin) is 26.2 kcal per mole. Its expectation value of S² is 2.02. Its spin multiplicity is 3.

Each line ends with the Mulliken charge.
Atoms and positions in Å:
Ti 0.35 0.14 1.42  -0.423
C 3.86 -1.66 0.36  -1.480
C 3.03 -0.80 1.24  0.576
O 2.06 -0.13 0.80  0.069
N 3.33 -0.73 2.55  0.007
C 2.81 0.33 3.43  -1.147
C 1.50 0.05 4.12  0.880
C 1.43 -0.16 5.49  -0.778
C 0.20 -0.25 6.12  -0.595
C -0.95 -0.09 5.35  -1.014
C -0.82 0.10 3.99  -0.447
N 0.37 0.14 3.36  0.888
H 3.46 -1.63 -0.64  0.108
H 3.88 -2.69 0.73  0.469
H 4.89 -1.30 0.35  0.484
H 4.09 -1.29 2.90  0.320
H 2.69 1.23 2.82  0.018
H 3.58 0.54 4.17  0.670
H 2.34 -0.22 6.07  0.512
H 0.13 -0.42 7.19  0.431
H -1.93 -0.10 5.80  0.475
H -1.70 0.27 3.37  0.644
C 1.22 5.00 -0.86  -1.110
N 0.78 4.08 0.20  0.916
C 1.37 2.97 0.66  -0.476
N 0.51 2.27 1.38  0.329
C -0.61 3.06 1.36  -0.647
N -0.48 4.14 0.65  -0.928
C 0.91 4.39 -2.23  0.663
C 0.00 4.95 -3.12  -0.848
C -0.39 4.25 -4.25  -0.770
C 0.06 2.95 -4.48  -0.459
C 0.98 2.39 -3.60  -0.240
C 1.44 3.15 -2.52  0.045
C 1.32 0.97 -3.52  0.285
N 2.10 0.48 -2.60  -0.428
N 1.87 -0.86 -2.56  -0.190
C 0.96 -1.13 -3.45  0.351
O 0.60 -0.01 -4.12  -0.347
C 0.22 -2.38 -3.49  -0.053
C -0.84 -2.65 -4.35  -0.513
C -1.64 -3.76 -4.11  -0.735
C -1.47 -4.53 -2.96  -0.903
C -0.43 -4.24 -2.08  0.299
C -0.31 -4.89 -0.71  -0.710
N -0.06 -3.86 0.31  1.011
C -0.52 -2.61 0.35  -1.041
N 0.07 -1.94 1.33  0.975
C 0.87 -2.88 1.91  -0.734
N 0.83 -4.05 1.30  -1.194
C 0.46 -3.23 -2.41  0.049
H 2.29 5.20 -0.75  0.306
H 0.67 5.93 -0.72  0.414
H 2.40 2.71 0.47  0.498
H -1.53 2.82 1.88  0.591
H -0.43 5.93 -2.92  0.438
H -1.08 4.71 -4.95  0.425
H -0.31 2.39 -5.33  0.550
H 2.16 2.68 -1.88  0.817
H -1.04 -2.01 -5.19  0.556
H -2.44 -3.99 -4.79  0.420
H -2.16 -5.33 -2.75  0.454
H 0.52 -5.60 -0.65  0.368
H -1.23 -5.42 -0.46  0.409
H -1.26 -2.22 -0.34  0.658
H 1.48 -2.71 2.78  0.631
H 1.30 -3.00 -1.77  0.680
S -2.48 1.77 -1.60  -0.275
C -1.06 1.14 -0.90  -0.244
N -1.20 0.37 0.16  1.305
C -2.56 0.20 0.45  -0.071
C -3.11 -0.64 1.42  -0.513
C -4.49 -0.66 1.57  -1.176
C -5.32 0.12 0.77  -0.714
C -4.80 0.91 -0.24  -0.748
C -3.41 0.93 -0.40  0.809
H -0.09 1.41 -1.29  0.190
H -2.49 -1.29 2.02  0.584
H -4.93 -1.31 2.32  0.469
H -6.39 0.09 0.92  0.443
H -5.43 1.50 -0.89  0.463

---

Computed, not measured: C6H24AgO10P as an isolated structure in a non-equilibrium geometry, with ωB97M-V/def2-TZVPD.

The calculation puts the frontier orbital gap (spin up / spin down) at 5.298 / 3.923 eV. As for the charge: -1. For the electronic energy, the calculation gives -1483.5646 a.u. The lowest unoccupied orbital energy (spin up / spin down) comes out at 1.54 / 1.38 eV. The value obtained for the relative energy (zero: lowest compared OMol25 entry of this formula, charge and spin) is 108.2 kcal per mole. Its expectation value of S² is 1.06. Its spin multiplicity is 2.

Each line ends with the Mulliken charge.
Atoms and positions in Å:
Ag -0.13 0.81 -0.05  0.706
P 1.70 3.47 2.23  0.752
O 1.70 1.97 2.46  -0.539
O 1.50 3.53 0.73  -0.488
O 3.03 4.18 2.38  -0.625
O 0.51 4.09 2.91  -0.729
C 5.36 -1.42 2.35  -0.544
O 5.07 -0.23 1.65  -0.467
H 5.37 -2.17 1.56  0.192
H 6.33 -1.37 2.84  0.214
H 4.56 -1.70 3.04  0.280
H 4.20 0.02 1.97  0.324
C 3.43 -1.32 -2.67  -0.500
O 2.37 -0.35 -2.64  -0.480
H 4.36 -0.83 -2.98  0.250
H 3.54 -1.81 -1.70  0.187
H 3.19 -2.04 -3.45  0.249
H 2.53 0.29 -3.35  0.280
C -4.46 2.08 2.77  -0.575
O -3.09 1.85 2.34  -0.482
H -4.52 2.85 3.55  0.264
H -5.05 2.52 1.96  0.222
H -4.99 1.18 3.09  0.225
H -2.50 2.37 2.89  0.327
C 0.28 -4.30 1.27  -0.559
O 0.19 -2.92 1.60  -0.468
H 0.24 -4.37 0.18  0.203
H 1.23 -4.72 1.61  0.264
H -0.51 -4.93 1.68  0.261
H 0.41 -2.80 2.53  0.282
C -3.78 3.48 -2.57  -0.565
O -2.46 3.01 -2.45  -0.468
H -4.45 2.65 -2.32  0.194
H -3.97 4.24 -1.81  0.267
H -4.11 3.86 -3.54  0.270
H -1.90 3.77 -2.67  0.289
C -2.37 -2.65 -3.17  -0.552
O -2.43 -1.86 -1.94  -0.464
H -1.37 -2.56 -3.58  0.189
H -2.60 -3.70 -3.03  0.253
H -3.04 -2.28 -3.95  0.286
H -3.36 -1.92 -1.71  0.275

---

Computed, not measured: a 2-piece molecular cluster, C2FNO2 overall in a non-equilibrium geometry, with ωB97M-V/def2-TZVPD.

The calculation puts the frontier orbital gap (spin up / spin down) at 9.860 / 6.046 eV. For the electronic energy, the calculation gives -381.1666 a.u. The lowest unoccupied orbital energy (spin up / spin down) comes out at -1.42 / -3.55 eV. The value obtained for the relative energy (zero: lowest compared OMol25 entry of this formula, charge and spin) is 103.1 kcal per mole. Its spin multiplicity is 1.

Each line ends with the Mulliken charge.
Atoms and positions in Å:
C -1.57 0.18 -0.66  0.611
C 1.29 -0.25 0.61  0.535
N -2.27 1.12 -0.66  -0.370
O 1.33 -0.40 1.75  -0.249
O -0.84 -0.77 -0.69  -0.423
F 2.05 0.12 -0.35  -0.104

---

Computed, not measured: a 2-piece molecular cluster, C4H6O2 overall in a non-equilibrium geometry, with ωB97M-V/def2-TZVPD.

The calculation puts the frontier orbital gap at 9.674 eV. For the electronic energy, the calculation gives -306.2027 a.u. The lowest unoccupied orbital energy comes out at 0.70 eV. The value obtained for the relative energy (zero: lowest compared OMol25 entry of this formula, charge and spin) is 190.5 kcal per mole. Its spin multiplicity is 1.

Each line ends with the Mulliken charge.
Atoms and positions in Å:
C 1.95 0.57 0.53  -0.483
C 0.88 1.28 0.33  -0.322
C -1.13 0.01 0.14  0.614
C -0.88 -1.12 -0.76  -0.791
O -2.26 0.66 0.29  -0.269
O -1.74 -0.16 1.36  -0.289
H 2.86 1.06 0.63  0.303
H 1.86 -0.48 0.34  0.175
H 0.82 2.27 0.20  0.363
H 0.26 -1.23 -0.74  0.140
H -1.29 -0.82 -1.86  0.242
H -1.32 -2.04 -0.46  0.317

---

Computed, not measured: a 6-piece molecular cluster, C41H50ClN5O10P overall in a non-equilibrium geometry, with ωB97M-V/def2-TZVPD.

The calculation puts the frontier orbital gap at 8.424 eV. As for the charge: +1. For the electronic energy, the calculation gives -3419.3339 a.u. The lowest unoccupied orbital energy comes out at -2.83 eV. Its spin multiplicity is 1.

Each line ends with the Mulliken charge.
Atoms and positions in Å:
C 2.37 -4.66 0.49  -1.059
C 0.93 -4.13 0.85  -0.357
C 0.97 -2.81 1.70  0.099
C 0.74 -1.51 0.88  -0.817
C 2.01 -0.98 0.13  -0.758
C 1.56 -0.02 -1.04  0.347
C 2.50 -0.23 -2.29  -0.762
P 1.75 0.32 -3.90  0.360
C -0.09 0.09 -3.99  -1.118
C 2.53 -0.63 -5.30  -0.633
C 2.34 -2.19 -5.18  -0.695
C 2.26 -2.79 -6.62  -0.671
Cl 1.97 -4.56 -6.63  -0.237
H 2.92 -4.91 1.42  0.294
H 2.31 -5.58 -0.12  0.369
H 2.87 -3.86 -0.09  0.224
H 0.48 -4.92 1.48  0.224
H 0.29 -4.03 -0.05  0.302
H 1.87 -2.79 2.35  0.408
H 0.11 -2.89 2.40  -0.415
H 0.41 -0.72 1.59  0.319
H -0.08 -1.61 0.13  0.383
H 2.58 -0.33 0.84  0.342
H 2.69 -1.76 -0.23  0.272
H 1.67 1.05 -0.76  -0.714
H 0.51 -0.16 -1.33  0.465
H 3.42 0.37 -2.10  0.418
H 2.75 -1.31 -2.39  0.553
H 2.08 1.70 -4.05  0.168
H -0.41 -0.93 -3.69  0.421
H -0.63 0.88 -3.44  0.373
H -0.36 0.22 -5.06  0.415
H 3.62 -0.41 -5.27  0.448
H 2.05 -0.26 -6.23  0.453
H 1.44 -2.48 -4.60  0.407
H 3.25 -2.61 -4.70  0.364
H 3.22 -2.56 -7.13  0.357
H 1.48 -2.24 -7.19  0.353
C -4.76 -2.41 6.30  -0.402
C -4.94 -3.34 5.28  -0.543
C -3.84 -3.85 4.61  -0.350
C -2.57 -3.43 4.97  0.112
C -2.38 -2.50 5.99  -0.508
C -3.48 -1.99 6.65  -0.287
N -1.41 -3.99 4.28  1.008
O -1.60 -4.78 3.39  -0.593
O -0.30 -3.62 4.64  -0.584
H -5.62 -2.02 6.83  0.415
H -5.94 -3.67 5.01  0.381
H -3.99 -4.57 3.82  0.450
H -1.39 -2.17 6.26  0.441
H -3.35 -1.26 7.44  0.465
C 2.65 6.40 -0.83  -0.283
C 2.70 5.02 -0.68  -0.327
C 1.65 4.23 -1.12  0.405
C 0.55 4.83 -1.72  -0.234
C 0.48 6.21 -1.86  -0.529
C 1.54 6.99 -1.41  -0.653
N -0.55 4.00 -2.21  1.016
O -0.48 2.79 -2.05  -0.635
O -1.47 4.56 -2.75  -0.591
H 3.46 7.01 -0.49  0.316
H 3.57 4.56 -0.22  0.476
H 1.70 3.15 -1.00  0.222
H -0.38 6.68 -2.32  0.471
H 1.50 8.07 -1.53  0.397
C -8.96 2.13 7.99  -0.374
C -8.22 2.45 6.85  -0.475
C -6.88 2.10 6.77  -0.298
C -6.29 1.44 7.84  0.113
C -7.01 1.13 8.98  -0.311
C -8.35 1.48 9.05  -0.495
N -4.88 1.05 7.75  1.012
O -4.27 1.36 6.75  -0.583
O -4.40 0.45 8.69  -0.601
H -10.01 2.40 8.04  0.377
H -8.70 2.96 6.02  0.372
H -6.32 2.35 5.88  0.436
H -6.55 0.62 9.82  0.442
H -8.93 1.24 9.94  0.376
C 6.33 10.40 3.41  -0.401
C 5.25 9.59 3.72  -0.539
C 4.94 8.49 2.93  -0.226
C 5.74 8.22 1.83  0.185
C 6.82 9.02 1.50  -0.338
C 7.11 10.12 2.30  -0.471
N 5.44 7.05 1.00  0.995
O 4.47 6.37 1.30  -0.592
O 6.17 6.81 0.06  -0.605
H 6.57 11.25 4.03  0.381
H 4.64 9.81 4.59  0.375
H 4.10 7.87 3.18  0.430
H 7.44 8.81 0.64  0.435
H 7.96 10.75 2.05  0.379
C -0.07 -6.67 -7.83  0.396
C 0.33 -7.43 -8.93  -0.474
C -0.50 -8.42 -9.42  -0.302
C -1.73 -8.65 -8.81  -0.070
C -2.13 -7.90 -7.71  -0.297
C -1.30 -6.91 -7.22  -0.554
N -2.62 -9.68 -9.35  1.004
O -2.23 -10.32 -10.30  -0.598
O -3.69 -9.83 -8.81  -0.600
H 0.58 -5.88 -7.45  -0.123
H 1.28 -7.24 -9.40  0.391
H -0.19 -9.00 -10.28  0.449
H -3.09 -8.08 -7.24  0.448
H -1.60 -6.32 -6.37  0.375

---

Among the records above, which one has the lowest electronic energy? C41H50ClN5O10P

---

The highest spin multiplicity belongs to which entry? C35H31N11O2STi

---

Which of these has the highest spin multiplicity? C35H31N11O2STi

---

Copy entry 3 word for word.
Computed, not measured: a 2-piece molecular cluster, C2FNO2 overall in a non-equilibrium geometry, with ωB97M-V/def2-TZVPD.

The calculation puts the frontier orbital gap (spin up / spin down) at 9.860 / 6.046 eV. For the electronic energy, the calculation gives -381.1666 a.u. The lowest unoccupied orbital energy (spin up / spin down) comes out at -1.42 / -3.55 eV. The value obtained for the relative energy (zero: lowest compared OMol25 entry of this formula, charge and spin) is 103.1 kcal per mole. Its spin multiplicity is 1.

Each line ends with the Mulliken charge.
Atoms and positions in Å:
C -1.57 0.18 -0.66  0.611
C 1.29 -0.25 0.61  0.535
N -2.27 1.12 -0.66  -0.370
O 1.33 -0.40 1.75  -0.249
O -0.84 -0.77 -0.69  -0.423
F 2.05 0.12 -0.35  -0.104